Record 1
{
  "formula": "C39H40BaN3O2Se2",
  "method": "ωB97M-V/def2-TZVPD",
  "symbols": ["Ba", "C", "C", "C", "C", "C", "C", "C", "C", "C", "H", "H", "H", "H", "H", "H", "H", "H", "H", "H", "H", "H", "O", "C", "C", "C", "O", "C", "Se", "C", "Se", "H", "H", "H", "H", "H", "H", "H", "H", "H", "H", "C", "C", "N", "C", "C", "C", "C", "C", "C", "C", "C", "C", "N", "C", "H", "H", "H", "H", "H", "H", "H", "H", "N", "C", "C", "C", "C", "C", "C", "C", "C", "C", "C", "C", "C", "C", "H", "H", "H", "H", "H", "H", "H", "H", "H", "H"],
  "coordinates": [[-0.447, 0.937, -0.024], [0.669, 2.562, 3.716], [-0.699, 2.286, 3.149], [-1.399, 3.265, 2.445], [-2.646, 3.005, 1.881], [-3.415, 4.094, 1.187], [-3.165, 1.714, 1.986], [-2.498, 0.723, 2.702], [-3.043, -0.680, 2.789], [-1.276, 1.030, 3.296], [1.183, 1.626, 3.935], [0.607, 3.159, 4.629], [1.272, 3.115, 2.993], [-0.960, 4.249, 2.311], [-3.895, 4.740, 1.929], [-4.175, 3.671, 0.533], [-2.745, 4.691, 0.570], [-4.092, 1.477, 1.474], [-3.515, -0.854, 3.759], [-2.236, -1.407, 2.676], [-3.790, -0.860, 2.015], [-0.722, 0.248, 3.801], [-0.790, 4.633, -0.751], [-0.650, 4.956, -2.117], [-0.704, 3.791, -3.124], [-0.416, 4.492, -4.471], [-0.443, 3.644, -5.612], [-2.105, 3.168, -3.263], [-2.923, 2.105, -1.811], [0.399, 2.724, -2.908], [1.671, 2.883, -1.376], [0.035, 4.159, -0.531], [0.306, 5.475, -2.269], [-1.457, 5.652, -2.367], [0.557, 4.997, -4.400], [-1.178, 5.253, -4.658], [0.082, 2.862, -5.404], [-2.098, 2.526, -4.143], [-2.810, 3.976, -3.475], [1.098, 2.737, -3.747], [-0.054, 1.728, -2.896], [-3.736, -2.217, -2.155], [-2.995, -1.371, -1.318], [-1.684, -1.368, -1.251], [-1.009, -2.236, -2.030], [-1.651, -3.191, -2.833], [-3.057, -3.148, -2.893], [-0.872, -4.164, -3.541], [0.476, -4.168, -3.457], [1.168, -3.165, -2.701], [2.569, -3.106, -2.614], [3.159, -2.092, -1.909], [2.339, -1.125, -1.309], [1.026, -1.166, -1.357], [0.438, -2.180, -2.021], [-4.813, -2.134, -2.191], [-3.506, -0.647, -0.693], [-3.580, -3.851, -3.532], [-1.389, -4.907, -4.136], [1.057, -4.919, -3.978], [3.163, -3.864, -3.112], [4.234, -2.018, -1.821], [2.770, -0.279, -0.782], [0.734, -0.468, 1.737], [1.507, -1.391, 2.070], [2.685, -1.136, 3.004], [3.433, 0.026, 2.851], [4.461, 0.330, 3.733], [4.743, -0.516, 4.796], [3.994, -1.674, 4.967], [2.981, -1.984, 4.070], [1.386, -2.810, 1.535], [0.153, -3.230, 1.043], [0.005, -4.466, 0.432], [1.101, -5.307, 0.289], [2.339, -4.899, 0.771], [2.478, -3.666, 1.394], [3.174, 0.697, 2.039], [5.040, 1.236, 3.594], [5.539, -0.276, 5.491], [4.199, -2.336, 5.800], [2.402, -2.893, 4.198], [-0.679, -2.541, 1.122], [-0.964, -4.768, 0.051], [0.995, -6.269, -0.198], [3.204, -5.542, 0.658], [3.452, -3.357, 1.757]],
  "total_charge": -1,
  "mol_weight_g_mol": 878.02,
  "spin_multiplicity": 1,
  "de_lowest_kcal_mol": 0.0,
  "e_tot_ev": -181048.6797
}

---

Record 2
{
  "formula": "C28H65FN7O6P3S",
  "method": "ωB97M-V/def2-TZVPD",
  "symbols": ["O", "P", "O", "F", "O", "S", "O", "C", "C", "C", "C", "C", "C", "C", "C", "C", "C", "C", "C", "N", "C", "C", "C", "C", "H", "H", "H", "H", "H", "H", "H", "H", "H", "H", "H", "H", "H", "H", "H", "H", "H", "H", "H", "H", "H", "H", "H", "H", "H", "H", "H", "H", "H", "O", "P", "N", "C", "C", "N", "C", "C", "N", "C", "C", "H", "H", "H", "H", "H", "H", "H", "H", "H", "H", "H", "H", "H", "H", "H", "H", "H", "H", "O", "P", "N", "C", "C", "N", "C", "C", "N", "C", "C", "H", "H", "H", "H", "H", "H", "H", "H", "H", "H", "H", "H", "H", "H", "H", "H", "H", "H"],
  "coordinates": [[13.058, -2.966, -2.687], [11.999, -2.591, -1.764], [10.916, -1.557, -2.504], [11.419, -1.223, -3.768], [12.595, -1.703, -0.542], [14.270, -1.814, -0.349], [11.166, -3.777, -1.161], [10.721, -4.747, -2.153], [9.346, -4.391, -2.776], [8.178, -5.239, -2.215], [6.899, -4.423, -1.957], [5.746, -5.321, -1.411], [5.132, -4.719, -0.120], [3.648, -5.109, 0.056], [2.723, -4.325, -0.911], [1.789, -3.302, -0.190], [0.291, -3.582, -0.395], [-0.314, -3.103, -1.736], [0.136, -1.689, -2.218], [0.833, -1.832, -3.494], [2.173, -1.989, -3.658], [2.475, -2.134, -4.986], [1.220, -2.035, -5.668], [0.247, -1.842, -4.723], [14.700, -0.542, -0.541], [10.597, -5.689, -1.606], [11.485, -4.936, -2.912], [9.185, -3.312, -2.664], [9.458, -4.589, -3.850], [7.977, -6.053, -2.924], [8.516, -5.699, -1.274], [7.145, -3.686, -1.182], [6.614, -3.929, -2.893], [6.168, -6.307, -1.187], [4.963, -5.391, -2.174], [5.221, -3.624, -0.136], [5.732, -5.084, 0.726], [3.548, -6.195, -0.083], [3.411, -4.919, 1.112], [3.406, -3.720, -1.526], [2.182, -4.977, -1.605], [2.101, -2.281, -0.433], [1.984, -3.425, 0.885], [-0.311, -3.232, 0.453], [0.186, -4.680, -0.377], [-1.401, -3.042, -1.578], [-0.167, -3.798, -2.568], [0.696, -1.114, -1.480], [-0.762, -1.101, -2.443], [2.795, -1.979, -2.770], [3.473, -2.298, -5.367], [1.086, -2.119, -6.740], [-0.806, -1.716, -4.938], [-0.756, 0.931, 0.039], [-1.857, 1.979, -0.126], [-0.786, 3.159, -0.827], [0.350, 3.669, -0.075], [-0.349, 2.761, -2.160], [-2.177, 2.249, 1.531], [-1.920, 3.482, 2.240], [-2.033, 1.108, 2.425], [-3.226, 3.057, -0.513], [-4.390, 2.293, -0.988], [-3.125, 4.298, -1.273], [0.936, 4.345, -0.701], [1.014, 2.876, 0.290], [0.025, 4.274, 0.769], [-1.202, 2.402, -2.750], [0.396, 1.957, -2.127], [0.073, 3.614, -2.696], [-0.883, 3.534, 2.594], [-2.574, 3.562, 3.114], [-2.129, 4.360, 1.628], [-0.986, 0.940, 2.708], [-2.406, 0.199, 1.956], [-2.619, 1.262, 3.334], [-4.243, 1.911, -2.003], [-5.294, 2.904, -0.971], [-4.567, 1.438, -0.326], [-2.852, 4.141, -2.321], [-2.415, 4.984, -0.821], [-4.096, 4.803, -1.252], [-5.993, 4.506, 4.635], [-7.319, 3.909, 4.211], [-6.725, 2.417, 3.560], [-5.843, 2.422, 2.407], [-6.172, 1.558, 4.600], [-7.738, 5.079, 3.033], [-7.939, 4.809, 1.630], [-7.213, 6.426, 3.225], [-8.998, 3.324, 4.128], [-9.769, 3.735, 5.314], [-9.385, 1.972, 3.745], [-5.518, 1.404, 2.176], [-4.949, 3.040, 2.553], [-6.363, 2.759, 1.511], [-6.843, 1.524, 5.465], [-5.194, 1.912, 4.948], [-6.069, 0.533, 4.235], [-6.991, 4.819, 1.076], [-8.591, 5.567, 1.186], [-8.435, 3.851, 1.463], [-6.178, 6.517, 2.871], [-7.237, 6.704, 4.276], [-7.829, 7.152, 2.688], [-9.480, 3.167, 6.204], [-10.840, 3.608, 5.149], [-9.600, 4.797, 5.521], [-9.068, 1.211, 4.466], [-8.999, 1.712, 2.764], [-10.476, 1.926, 3.668]],
  "total_charge": 0,
  "mol_weight_g_mol": 739.86,
  "spin_multiplicity": 1,
  "e_tot_ev": -94218.7955
}

---

Record 3
{
  "formula": "C3H2NO4",
  "method": "ωB97M-V/def2-TZVPD",
  "symbols": ["C", "C", "C", "N", "O", "O", "O", "O", "H", "H"],
  "coordinates": [[1.993, 0.017, -0.149], [0.937, 0.709, -0.230], [-1.871, -1.004, 0.123], [-0.184, 1.172, 0.027], [-2.586, -1.413, -0.705], [-1.452, -1.207, 1.273], [-0.477, 2.236, 0.592], [-1.232, 0.480, -0.589], [2.729, -0.100, -0.843], [2.145, -0.889, 0.502]],
  "total_charge": -1,
  "mol_weight_g_mol": 116.05,
  "smiles": "C=C=[N+]([O-])OC(=O)[O-]",
  "spin_multiplicity": 1,
  "de_lowest_kcal_mol": 120.0,
  "e_tot_ev": -12820.0667
}

---

- What is the formula in the first record?
  C39H40BaN3O2Se2

---

What did the third record say?
{
  "formula": "C3H2NO4",
  "method": "ωB97M-V/def2-TZVPD",
  "symbols": ["C", "C", "C", "N", "O", "O", "O", "O", "H", "H"],
  "coordinates": [[1.993, 0.017, -0.149], [0.937, 0.709, -0.230], [-1.871, -1.004, 0.123], [-0.184, 1.172, 0.027], [-2.586, -1.413, -0.705], [-1.452, -1.207, 1.273], [-0.477, 2.236, 0.592], [-1.232, 0.480, -0.589], [2.729, -0.100, -0.843], [2.145, -0.889, 0.502]],
  "total_charge": -1,
  "mol_weight_g_mol": 116.05,
  "smiles": "C=C=[N+]([O-])OC(=O)[O-]",
  "spin_multiplicity": 1,
  "de_lowest_kcal_mol": 120.0,
  "e_tot_ev": -12820.0667
}